DFT (ωB97M-V/def2-TZVPD) results for 2 unconnected molecules or ions with the total composition C5H16N2O2 in a non-equilibrium geometry.

## Properties
HOMO-LUMO gap   9.852 eV
LUMO   0.9 eV
Max |F|   3.98 eV/A
E_HOMO   -8.9 eV
SMILES string   CON(C)C.CCNO
E   -12515.3082 eV
Energy above the lowest of the compared OMol25 structures with the same formula, charge and spin   492.12 kJ/mol

The geometry in XYZ format:
```
25
Properties=species:S:1:pos:R:3:forces:R:3
H 1.9061 -2.6493 -0.9384 -0.242 -0.102 0.049
N 1.7944 -0.0005 0.4864 -0.197 -1.453 -0.379
N -1.3979 0.5507 -1.4353 0.154 0.173 -0.280
C 1.1736 0.8063 1.5134 -1.124 -0.331 -0.358
H 1.9162 1.4920 1.9273 0.121 -0.206 -0.137
H 0.3444 1.3967 1.1064 -0.037 0.092 0.150
H -3.4259 0.6555 -1.0351 0.016 -0.112 -0.037
H -0.5950 -0.0200 -1.1674 -0.096 0.169 -0.005
C 2.2811 0.8032 -0.6151 -0.725 -0.286 -0.525
H 2.4178 -1.9264 0.6382 -0.805 -1.457 -0.549
H 0.8008 0.1527 2.3004 0.047 0.066 0.072
H 2.6766 0.1422 -1.3856 0.083 0.079 0.008
H -2.3148 0.7049 1.2124 0.013 0.009 0.053
H -3.3949 -0.6903 1.0807 -0.065 -0.005 0.048
C -2.5871 -0.0097 -0.8083 0.038 0.125 0.276
H -1.4375 2.4708 -1.5129 0.110 -0.204 -0.025
H 3.0794 1.4544 -0.2530 -0.045 -0.142 0.124
H 1.4838 1.4231 -1.0415 0.081 0.088 -0.096
C 1.5277 -2.2947 0.0287 1.956 -0.242 1.027
O -1.0951 1.8446 -0.8634 -0.210 -0.236 0.119
H -1.6480 -0.9083 0.9141 0.053 -0.017 0.048
H -2.7591 -0.9581 -1.3250 -0.046 0.050 -0.017
H 0.9459 -3.0624 0.5575 0.223 0.055 -0.195
O 0.7878 -1.1375 -0.0822 0.723 3.827 0.827
C -2.4801 -0.2402 0.6977 -0.025 0.058 -0.197
```
Forces are in eV/Å.